DFT (ωB97M-V/def2-TZVPD) results for a cluster of 13 separate species, C23H72O13 in total at a distorted geometry.

Properties
Net charge: 0
Relative energy (zero: lowest compared OMol25 entry of this formula, charge and spin) in kcal per mole: 141.2
Multiplicity: 1
Largest force on an atom in eV/Å: 2.82
HOMO-LUMO gap in eV: 10.05
E_LUMO in eV: 0.02
E_HOMO in eV: -10.0
Molecular weight in u: 556.8

CARTESIAN COORDINATES (ANGSTROEM)
C  7.69  1.73  1.55
C  8.67  2.85  1.89
C  8.45  4.04  0.93
O  8.63  3.22  3.29
H  6.67  2.00  1.80
H  7.92  0.87  2.18
H  7.74  1.45  0.50
H  9.62  2.46  1.54
H  8.54  3.83  -0.13
H  9.23  4.74  1.23
H  7.45  4.46  1.05
H  8.69  2.37  3.74
C  -3.45  1.40  -7.86
C  -2.00  1.91  -7.56
C  -1.76  2.08  -6.07
O  -1.24  0.96  -8.25
H  -3.47  0.34  -7.60
H  -3.79  1.60  -8.87
H  -4.11  1.86  -7.12
H  -1.76  2.84  -8.06
H  -0.75  1.80  -5.78
H  -2.53  1.51  -5.56
H  -1.81  3.12  -5.74
H  -0.39  1.33  -8.50
C  -1.62  -0.99  8.47
C  -1.62  -1.74  7.18
C  -1.57  -3.25  7.30
O  -2.91  -1.43  6.56
H  -0.66  -1.03  8.99
H  -2.47  -1.29  9.08
H  -1.64  0.07  8.21
H  -0.84  -1.42  6.49
H  -1.64  -3.86  6.40
H  -2.41  -3.54  7.93
H  -0.72  -3.54  7.93
H  -3.04  -1.93  5.75
C  3.95  -4.96  2.63
C  3.08  -6.06  1.87
C  1.50  -5.91  1.91
O  3.50  -6.22  0.49
H  4.91  -5.43  2.85
H  3.59  -4.71  3.62
H  4.03  -4.03  2.07
H  3.26  -7.09  2.21
H  1.09  -5.91  2.92
H  1.05  -6.77  1.42
H  1.26  -4.86  1.70
H  3.94  -5.38  0.34
C  0.51  0.54  -0.45
C  -0.82  0.08  0.20
O  -1.89  0.95  -0.35
H  0.69  1.61  -0.37
H  0.42  0.37  -1.52
H  1.39  0.14  0.05
H  -0.86  0.23  1.28
H  -1.15  -0.94  0.01
H  -2.62  0.35  -0.52
C  -7.36  -5.16  2.46
C  -6.20  -4.50  3.11
O  -5.27  -4.26  2.08
H  -7.60  -4.68  1.51
H  -8.12  -5.11  3.24
H  -7.18  -6.22  2.31
H  -5.83  -4.93  4.04
H  -6.64  -3.65  3.64
H  -5.07  -5.12  1.69
C  -0.31  7.51  -1.52
O  -1.17  7.83  -2.58
H  -0.65  8.04  -0.63
H  -0.37  6.46  -1.23
H  0.73  7.73  -1.76
H  -2.05  7.65  -2.24
C  4.11  4.05  -3.15
O  5.06  4.86  -3.70
H  4.04  4.49  -2.15
H  3.09  4.20  -3.51
H  4.42  3.01  -3.23
H  4.94  4.94  -4.65
C  5.64  -2.95  -3.61
O  5.61  -2.32  -2.34
H  5.04  -3.86  -3.71
H  5.11  -2.18  -4.17
H  6.63  -3.25  -3.95
H  6.44  -2.59  -1.93
C  -0.33  5.34  3.77
O  -1.01  6.58  3.67
H  0.13  5.23  4.76
H  -0.97  4.47  3.77
H  0.37  5.22  2.94
H  -1.81  6.39  3.17
C  -6.27  -2.74  -2.71
O  -5.57  -2.02  -1.78
H  -5.74  -3.65  -2.98
H  -7.21  -2.97  -2.21
H  -6.57  -2.28  -3.65
H  -5.51  -2.57  -1.00
C  -1.25  -3.36  -4.95
O  -1.30  -4.70  -4.47
H  -0.74  -2.76  -4.19
H  -0.65  -3.30  -5.86
H  -2.19  -2.81  -4.99
H  -0.45  -5.12  -4.63
C  -5.63  4.89  0.35
O  -4.24  4.81  0.13
H  -6.04  3.89  0.52
H  -5.82  5.28  1.35
H  -6.23  5.47  -0.34
H  -3.95  3.90  0.07



DFT (ωB97M-V/def2-TZVPD) results for a cluster of 19 separate species, C23H81O22 in total.

Properties
Net charge: -1
Multiplicity: 1
Largest force on an atom in eV/Å: 0.97
HOMO-LUMO gap in eV: 7.59
E_LUMO in eV: 2.08
E_HOMO in eV: -5.5
Molecular weight in u: 709.9

CARTESIAN COORDINATES (ANGSTROEM)
C  5.47  0.89  -0.95
C  5.14  1.81  -2.12
O  4.87  3.16  -1.79
C  3.73  3.39  -0.95
C  2.41  2.83  -1.45
O  2.01  1.71  -0.67
C  0.78  1.15  -1.08
O  0.55  0.04  -0.55
O  0.08  1.84  -1.85
H  5.19  1.32  0.00
H  4.97  -0.05  -1.09
H  6.54  0.71  -0.92
H  4.36  1.38  -2.74
H  6.02  1.84  -2.76
H  3.91  3.08  0.07
H  3.62  4.46  -0.93
H  2.43  2.58  -2.50
H  1.66  3.60  -1.33
C  -2.23  -1.88  -0.54
O  -2.84  -0.60  -0.36
H  -2.96  -2.66  -0.36
H  -1.87  -1.96  -1.57
H  -1.39  -2.00  0.14
H  -2.15  0.06  -0.54
C  -4.30  0.93  2.32
O  -3.63  2.10  2.83
H  -4.80  0.45  3.15
H  -5.04  1.20  1.56
H  -3.57  0.24  1.88
H  -3.18  2.50  2.08
C  -6.14  -2.06  -0.52
O  -5.64  -0.73  -0.49
H  -7.07  -2.05  -1.08
H  -5.42  -2.71  -1.03
H  -6.32  -2.43  0.49
H  -4.80  -0.74  -0.01
C  -1.24  4.33  4.57
O  -2.08  3.28  5.04
H  -0.86  4.86  5.44
H  -0.39  3.94  4.00
H  -1.79  5.04  3.94
H  -2.41  2.80  4.27
C  -6.37  -2.37  3.43
O  -6.19  -3.46  2.53
H  -6.48  -1.47  2.82
H  -7.26  -2.49  4.04
H  -5.49  -2.26  4.07
H  -6.09  -4.26  3.07
C  -2.54  -2.98  3.29
O  -3.34  -3.68  4.24
H  -3.21  -2.55  2.55
H  -1.97  -2.18  3.77
H  -1.84  -3.66  2.79
H  -2.75  -4.07  4.89
C  1.10  -2.94  4.18
O  0.31  -3.22  5.33
H  0.78  -3.60  3.38
H  0.96  -1.91  3.85
H  2.17  -3.10  4.37
H  0.59  -2.62  6.03
C  -1.50  -5.93  -0.92
O  -0.84  -4.78  -0.40
H  -1.98  -6.42  -0.08
H  -2.26  -5.66  -1.65
H  -0.78  -6.62  -1.38
H  -0.40  -4.33  -1.14
C  4.42  -1.30  -5.09
O  4.94  -0.06  -4.63
H  4.21  -1.90  -4.22
H  3.49  -1.16  -5.66
H  5.14  -1.83  -5.72
H  5.13  0.51  -5.38
C  -5.97  5.23  2.46
O  -5.97  3.81  2.42
H  -6.97  5.56  2.18
H  -5.75  5.61  3.47
H  -5.25  5.66  1.76
H  -5.08  3.50  2.67
C  -0.15  5.89  -1.77
O  0.91  6.23  -0.87
H  0.28  5.34  -2.60
H  -0.90  5.26  -1.28
H  -0.63  6.80  -2.15
H  0.52  6.72  -0.14
C  4.06  -2.35  0.73
O  3.62  -1.37  -0.18
H  5.13  -2.47  0.59
H  3.88  -2.04  1.77
H  3.57  -3.32  0.57
H  2.67  -1.19  -0.05
C  -3.24  -1.63  -4.45
O  -4.13  -1.89  -3.36
H  -3.53  -2.31  -5.25
H  -3.33  -0.60  -4.80
H  -2.20  -1.83  -4.18
H  -3.88  -1.29  -2.64
C  7.77  3.62  0.27
O  6.99  4.65  -0.30
H  8.62  4.09  0.76
H  7.20  3.04  1.01
H  8.15  2.93  -0.49
H  6.23  4.22  -0.73
C  5.69  5.08  3.49
O  5.17  5.26  2.18
H  5.03  4.40  4.01
H  6.70  4.65  3.46
H  5.73  6.02  4.05
H  5.75  5.85  1.69
C  2.26  -8.11  -2.21
O  1.65  -7.09  -2.98
H  3.07  -7.65  -1.66
H  1.56  -8.55  -1.49
H  2.66  -8.91  -2.84
H  0.92  -7.48  -3.48
C  5.55  4.80  -5.21
O  5.53  3.39  -5.10
H  5.36  5.05  -6.25
H  4.78  5.26  -4.59
H  6.53  5.22  -4.92
H  5.70  3.17  -4.18
C  -7.70  -5.34  -0.84
O  -7.50  -5.55  0.55
H  -8.12  -6.25  -1.26
H  -8.39  -4.51  -1.02
H  -6.75  -5.13  -1.34
H  -7.13  -4.74  0.92